Entry 1:
Entry from OMol25: a 2-piece molecular cluster, C2H10NS overall (ωB97M-V/def2-TZVPD).

Output
energy above the lowest of the compared OMol25 structures with the same formula, charge and spin	46.68	kJ/mol
lowest unoccupied orbital energy	-3.901	eV
frontier orbital gap	9.0	eV
charge	+1

Positions of all 14 atoms, in Å:
N (1.90943, -1.22575, 1.27305)
H (1.99361, -2.08184, 1.81580)
H (2.52911, -1.30293, 0.47278)
H (2.11244, -0.46491, 1.92554)
H (0.95088, -1.03813, 0.88546)
C (-0.55534, 1.91371, -0.58380)
S (-0.11602, 0.10750, -0.68292)
C (-1.47657, -0.64630, 0.16784)
H (-0.43915, 2.26765, -1.60228)
H (-1.57268, 1.96730, -0.21483)
H (0.06836, 2.51492, 0.07348)
H (-2.34046, 0.00500, 0.29791)
H (-1.23500, -1.04116, 1.15681)
H (-1.93755, -1.42851, -0.43955)

***

Entry 2:
Entry from OMol25: C2H10NS2 as an isolated structure (ωB97M-V/def2-TZVPD).

Output
energy above the lowest of the compared OMol25 structures with the same formula, charge and spin	207.66	kJ/mol
lowest unoccupied orbital energy	-3.829	eV
frontier orbital gap	9.4	eV
charge	+1

Positions of all 15 atoms, in Å:
C (2.21175, 0.72739, -1.07478)
N (0.84538, 0.08906, -1.39895)
H (2.76189, 1.04258, -1.99402)
H (2.86757, -0.04941, -0.85170)
H (2.19770, 1.47934, -0.28816)
H (0.59663, 0.79236, -2.15041)
H (0.91471, -0.94395, -1.73299)
H (0.01463, -0.08021, -0.58573)
C (-1.56536, -0.79895, 2.43985)
S (-0.71897, -0.15286, 1.00195)
S (-2.34607, 0.65119, -0.18767)
H (-1.81654, -0.01835, 3.27988)
H (-2.52963, -0.99151, 2.02492)
H (-1.09880, -1.68129, 2.79548)
H (-2.33490, -0.06539, -1.27766)

***

Entry 3:
Entry from OMol25: C2H10Ni2O11 as an isolated structure (ωB97M-V/def2-TZVPD).

Output
2S+1	5
lowest unoccupied orbital energy (spin up / spin down)	-1.768 / -2.938	eV
frontier orbital gap (spin up / spin down)	8.1 / 5.5	eV
charge	0

Positions of all 25 atoms, in Å:
Ni (19.43956, 17.99780, -21.95507)
Ni (15.88653, 17.47347, -20.70571)
C (17.31600, 19.40033, -21.57231)
O (16.33669, 19.68351, -20.85010)
O (18.41328, 19.86799, -21.42489)
O (17.39239, 18.30731, -22.15908)
C (18.51403, 17.07517, -19.11330)
O (17.24593, 17.09549, -19.15920)
O (19.12945, 17.31735, -18.11107)
O (19.18742, 17.03309, -20.14889)
O (18.93814, 20.88142, -19.05340)
H (18.08892, 20.73993, -18.63501)
H (18.83388, 20.52364, -19.93508)
O (15.45800, 22.07303, -19.44953)
H (14.52435, 21.89712, -19.56609)
H (15.89637, 21.36453, -19.92081)
O (16.18192, 18.17684, -24.66338)
H (16.64202, 17.43988, -25.06517)
H (16.68149, 18.36762, -23.86949)
O (18.23183, 22.71040, -21.25668)
H (18.01309, 22.39477, -20.37989)
H (18.30950, 21.91614, -21.78521)
O (14.66067, 17.26103, -22.31344)
H (14.03083, 16.54506, -22.23026)
H (14.51658, 17.60627, -23.19451)

***

Entry 4:
Entry from OMol25: a 3-piece molecular cluster, C2H10O2S overall (ωB97M-V/def2-TZVPD).

Output
SMILES string	CCS.O.O
energy above the lowest of the compared OMol25 structures with the same formula, charge and spin	96.64	kJ/mol
lowest unoccupied orbital energy	0.848	eV
frontier orbital gap	10.1	eV
charge	0

Positions of all 15 atoms, in Å:
C (0.04790, -2.59384, -1.51475)
C (-1.07248, -1.61805, -1.23272)
S (-0.78021, -0.32275, -0.08365)
H (0.00198, -3.24596, -0.61033)
H (1.04145, -2.06407, -1.53934)
H (-0.01240, -3.22124, -2.44919)
H (-1.47157, -1.18775, -2.18190)
H (-1.96593, -2.12473, -0.88192)
H (-0.58088, -0.65930, 1.20632)
H (0.57127, 3.78252, 2.60978)
H (-0.02281, 3.03493, 3.83313)
O (0.60625, 2.94649, 3.14243)
H (1.69702, 2.75805, -0.71307)
H (0.71300, 1.84045, 0.19509)
O (1.22741, 2.67526, 0.22012)

***

Strongest force on any atom across the listed records, respectively: 1.63; 3.47; 7.57; 3.46 eV Å⁻¹.